This record from the Open Molecules 2025 dataset describes C28H47AsN7S7Tl as an isolated structure. The level of theory is wB97M-V/def2-TZVPD.

XYZ file:
```
91
Properties=species:S:1:pos:R:3:lowdin_charge:R:1
Tl -0.266 0.104 0.987 0.26
C -0.347 2.319 6.392 -0.53
C 1.159 2.063 6.386 -0.56
S 1.751 0.353 6.321 0.79
C 1.136 -0.272 4.734 -0.57
C -0.350 -0.586 4.663 -0.60
S -0.892 -1.701 5.971 0.82
C -2.486 -0.979 6.451 -0.55
C -2.561 0.546 6.627 -0.55
S -1.274 1.340 7.633 0.82
H -0.762 2.157 5.400 0.01
H -0.511 3.376 6.607 0.07
H 1.603 2.442 7.310 0.05
H 1.585 2.631 5.556 0.06
H 1.736 -1.165 4.543 0.07
H 1.367 0.450 3.949 0.01
H -0.586 -1.036 3.700 0.01
H -0.917 0.333 4.695 0.01
H -2.735 -1.482 7.389 0.06
H -3.259 -1.244 5.724 0.05
H -3.525 0.777 7.085 0.06
H -2.575 1.042 5.657 0.05
S -0.060 5.029 0.348 -0.15
As -1.234 3.527 1.296 -0.51
S 0.025 2.295 2.666 -0.11
S -1.847 1.979 -0.177 -0.14
S -2.911 4.263 2.377 -0.21
C 2.705 -3.739 -6.209 -0.08
N 2.820 -2.550 -5.398 -0.18
C 2.031 -1.423 -5.840 -0.07
C 3.125 -2.675 -4.036 -0.39
N 2.474 -2.218 -3.048 0.18
C 1.099 -1.914 -3.134 -0.23
C 0.195 -2.932 -3.424 -0.06
C -1.177 -2.719 -3.368 -0.12
C -1.645 -1.470 -2.984 -0.10
C -0.757 -0.444 -2.702 -0.08
C 0.632 -0.620 -2.807 -0.26
N 1.573 0.349 -2.525 0.15
C 1.302 1.626 -2.595 -0.37
N 1.990 2.485 -1.803 -0.13
C 2.561 2.058 -0.542 -0.06
C 2.290 3.851 -2.177 -0.08
N 0.430 2.222 -3.482 -0.15
C -0.438 3.323 -3.091 -0.10
C 0.106 1.619 -4.746 -0.07
N 4.327 -3.364 -3.809 -0.18
C 4.640 -3.607 -2.412 -0.09
C 5.486 -2.943 -4.574 -0.08
H 1.667 -4.100 -6.252 0.08
H 3.330 -4.529 -5.798 0.08
H 3.031 -3.531 -7.234 0.08
H 2.336 -1.161 -6.858 0.08
H 2.231 -0.577 -5.184 0.08
H 0.952 -1.617 -5.832 0.09
H 0.589 -3.916 -3.656 0.10
H -1.864 -3.530 -3.580 0.08
H -2.708 -1.291 -2.875 0.10
H -1.135 0.511 -2.354 0.05
H 2.181 2.688 0.266 0.06
H 3.655 2.127 -0.576 0.08
H 2.296 1.021 -0.367 0.04
H 3.365 4.019 -2.046 0.08
H 1.746 4.561 -1.550 0.01
H 2.042 4.015 -3.224 0.08
H -0.267 3.621 -2.058 0.00
H -1.481 3.001 -3.158 0.07
H -0.286 4.184 -3.754 0.08
H 0.837 0.856 -4.995 0.06
H 0.120 2.391 -5.524 0.08
H -0.886 1.152 -4.744 0.09
H 3.770 -4.015 -1.904 0.08
H 4.923 -2.687 -1.888 0.09
H 5.464 -4.322 -2.363 0.07
H 5.213 -2.771 -5.612 0.07
H 6.249 -3.723 -4.535 0.08
H 5.922 -2.016 -4.173 0.09
C -6.940 -0.155 3.901 -0.06
C -5.506 -0.251 3.457 -0.28
C -4.915 -1.476 3.160 -0.05
C -3.590 -1.504 2.753 -0.15
N -2.839 -0.415 2.629 0.04
C -3.403 0.761 2.906 -0.17
C -4.721 0.884 3.321 -0.02
H -7.416 -1.136 3.919 0.07
H -7.508 0.491 3.230 0.08
H -7.008 0.277 4.901 0.08
H -5.477 -2.399 3.245 0.10
H -3.106 -2.448 2.522 0.11
H -2.787 1.648 2.794 -0.02
H -5.105 1.879 3.513 0.11
```

Its total charge is -2. The multiplicity is 1. The value obtained for the HOMO-LUMO gap is 5.172 eV.